No. 1
{
  "formula": "C39H32CoN2O2P2",
  "method": "ωB97M-V/def2-TZVPD",
  "symbols": ["Co", "O", "C", "C", "C", "C", "C", "C", "C", "N", "N", "C", "O", "C", "C", "C", "C", "C", "C", "H", "H", "H", "H", "H", "H", "H", "H", "H", "H", "C", "P", "C", "C", "C", "C", "C", "C", "C", "C", "C", "C", "C", "C", "P", "C", "C", "C", "C", "C", "C", "C", "C", "C", "C", "C", "C", "H", "H", "H", "H", "H", "H", "H", "H", "H", "H", "H", "H", "H", "H", "H", "H", "H", "H", "H", "H", "H", "H"],
  "coordinates": [[-0.3182, 1.5127, -0.8508], [-2.0539, 2.3668, -1.1344], [-2.5527, 3.4224, -0.6175], [-3.9339, 3.6969, -0.8305], [-4.5172, 4.8056, -0.3023], [-3.7786, 5.7425, 0.4749], [-2.4599, 5.5282, 0.6929], [-1.7944, 4.3760, 0.1699], [-0.4223, 4.2768, 0.3846], [0.3307, 3.2691, -0.0431], [1.6259, 3.4116, 0.1342], [2.2990, 2.3793, -0.4786], [1.6959, 1.4613, -1.0894], [3.7580, 2.3814, -0.3788], [4.4807, 1.4000, -1.0626], [5.8595, 1.3699, -0.9685], [6.5214, 2.3181, -0.1965], [5.8072, 3.2996, 0.4786], [4.4267, 3.3365, 0.3904], [-4.4890, 2.9864, -1.4289], [-5.5702, 4.9878, -0.4775], [-4.2744, 6.6166, 0.8729], [-1.8701, 6.2311, 1.2691], [0.1070, 5.0768, 0.8983], [3.9531, 0.6765, -1.6706], [6.4202, 0.6114, -1.4982], [7.6010, 2.2921, -0.1239], [6.3285, 4.0389, 1.0719], [3.8612, 4.0959, 0.9115], [-0.3896, -2.4710, -1.0301], [-1.1507, -0.8083, -1.0163], [-1.8353, -0.5108, 0.6471], [-1.0672, 0.3239, 1.4585], [-1.5575, 0.7831, 2.6735], [-2.8115, 0.3773, 3.1026], [-3.5533, -0.5109, 2.3343], [-3.0703, -0.9552, 1.1129], [-2.5313, -0.8638, -2.1950], [-2.2354, -1.3663, -3.4648], [-3.1955, -1.3760, -4.4626], [-4.4658, -0.8784, -4.2059], [-4.7583, -0.3545, -2.9564], [-3.7969, -0.3390, -1.9552], [1.4504, -2.4392, -0.7652], [1.7433, -4.2209, -0.4549], [0.9605, -5.2320, -1.0055], [1.2847, -6.5674, -0.8000], [2.3937, -6.9072, -0.0430], [3.1846, -5.9059, 0.5060], [2.8649, -4.5748, 0.2975], [1.5077, -1.7985, 0.9524], [2.3360, -0.7109, 1.2121], [2.4060, -0.1596, 2.4875], [1.6503, -0.7054, 3.5146], [0.8372, -1.8084, 3.2704], [0.7706, -2.3538, 1.9995], [-0.5962, -2.8915, -2.0150], [-0.9140, -3.0818, -0.2906], [-0.0250, 0.5406, 1.2040], [-0.9424, 1.4214, 3.2950], [-3.2045, 0.7343, 4.0456], [-4.5184, -0.8527, 2.6852], [-3.6620, -1.6398, 0.5179], [-1.2427, -1.7425, -3.6899], [-2.9500, -1.7690, -5.4403], [-5.2207, -0.8921, -4.9806], [-5.7431, 0.0462, -2.7528], [-4.0379, 0.1087, -1.0009], [0.0887, -4.9964, -1.6026], [0.6647, -7.3416, -1.2337], [2.6439, -7.9475, 0.1194], [4.0533, -6.1629, 1.0983], [3.4887, -3.8028, 0.7350], [2.9279, -0.2915, 0.4096], [3.0634, 0.6813, 2.6761], [1.7070, -0.2880, 4.5123], [0.2592, -2.2432, 4.0762], [0.1470, -3.2236, 1.8207]],
  "atomic_forces_ev_per_a": [[0.13, -0.35, -0.14], [0.12, -0.05, -0.07], [-0.02, -0.08, 0.01], [-0.04, 0.02, 0.00], [-0.02, -0.03, -0.01], [0.00, 0.01, 0.01], [0.01, 0.05, 0.04], [0.07, -0.01, -0.01], [0.01, 0.06, 0.09], [0.05, 0.09, -0.07], [0.09, -0.02, -0.01], [-0.12, -0.09, 0.10], [-0.13, 0.10, -0.07], [0.06, 0.01, -0.04], [0.01, 0.01, -0.02], [-0.01, 0.00, 0.00], [0.01, -0.01, 0.00], [0.01, 0.01, 0.01], [-0.01, 0.01, 0.01], [0.01, 0.02, 0.00], [0.01, -0.01, -0.01], [0.02, -0.01, 0.01], [-0.04, 0.00, -0.01], [-0.07, 0.03, 0.00], [-0.02, 0.00, 0.02], [0.00, 0.01, 0.01], [-0.01, 0.01, 0.00], [0.00, -0.02, 0.00], [0.00, -0.01, -0.02], [-0.13, 0.05, 0.02], [-0.04, 0.54, 0.14], [-0.01, -0.16, -0.08], [-0.11, 0.14, 0.22], [0.10, -0.08, 0.03], [0.01, 0.02, 0.01], [-0.03, -0.02, 0.01], [0.01, -0.04, -0.06], [0.12, -0.26, -0.12], [-0.02, -0.02, 0.00], [-0.03, 0.01, -0.01], [0.03, -0.01, -0.01], [0.00, 0.00, 0.03], [-0.02, 0.12, 0.02], [-0.03, -0.03, -0.04], [0.01, -0.01, 0.02], [0.01, 0.01, -0.01], [-0.01, 0.00, 0.00], [0.01, -0.01, 0.00], [0.00, 0.01, 0.00], [0.00, -0.01, 0.01], [0.02, -0.02, 0.01], [-0.03, 0.03, 0.02], [0.01, -0.01, 0.03], [0.03, 0.00, -0.01], [0.00, -0.03, 0.00], [0.01, 0.00, 0.00], [0.07, -0.03, 0.01], [0.01, -0.03, -0.01], [-0.06, 0.09, -0.02], [-0.02, 0.02, -0.02], [0.01, -0.01, 0.00], [0.01, 0.00, 0.00], [0.00, 0.02, -0.01], [-0.04, 0.01, -0.01], [-0.01, 0.00, 0.01], [0.00, 0.01, 0.00], [0.00, 0.00, -0.01], [0.02, -0.03, 0.01], [0.00, 0.00, 0.00], [0.01, 0.01, 0.01], [0.00, 0.01, 0.00], [-0.01, 0.00, -0.01], [-0.01, 0.00, -0.01], [0.02, -0.01, -0.02], [-0.02, -0.01, 0.00], [0.00, 0.00, -0.01], [0.01, 0.00, -0.01], [0.01, 0.01, 0.01]],
  "total_charge": 1,
  "homo_energy_ev": [-10.68, -10.69],
  "s2": 6.04,
  "lumo_ev": [-3.20, -5.28],
  "gap_ev": [7.49, 5.40],
  "spin_multiplicity": 5
}

***

No. 2
{
  "formula": "C5H9NO2",
  "method": "ωB97M-V/def2-TZVPD",
  "symbols": ["C", "C", "C", "C", "C", "H", "H", "H", "H", "H", "H", "H", "H", "H", "N", "O", "O"],
  "coordinates": [[2.0069, 0.7880, 0.5023], [-0.4194, 1.1403, -0.1343], [-1.3341, -0.0298, 0.2266], [-0.1276, -0.7895, 0.4647], [0.0593, -1.6353, -0.6710], [2.6677, 0.0868, 0.9816], [2.2661, 1.8463, 0.7443], [2.3691, 0.5645, -0.4623], [-0.1932, 1.1056, -1.1474], [-0.7792, 2.0940, 0.4348], [-1.9017, 0.3366, 1.1772], [-2.8767, -0.0380, -0.9223], [-0.4129, -1.4244, 1.3730], [-0.7611, -2.4250, -1.0337], [0.5514, 0.4637, 0.6703], [-2.1862, -0.6786, -0.7907], [1.0716, -1.4052, -1.4131]],
  "atomic_forces_ev_per_a": [[-0.80, -0.25, 0.20], [-1.91, 1.85, 2.98], [-4.15, 1.88, -0.41], [-0.71, -2.18, 4.14], [3.79, -1.22, -5.45], [-0.16, -0.12, 1.41], [-0.58, -0.91, 0.15], [-0.16, 0.33, -1.92], [0.37, 0.88, -2.12], [0.77, -0.98, -2.03], [0.61, -1.36, -1.61], [-0.71, 0.20, -0.39], [1.38, 0.29, -0.68], [1.80, 1.46, 1.22], [2.99, 0.18, 0.68], [0.90, 1.30, 1.66], [-3.42, -1.33, 2.16]],
  "homo_energy_ev": -8.81,
  "lumo_ev": 0.57,
  "gap_ev": 9.39
}